C3H6N2 | wB97M-V/def2-TZVPD

Structure (ORCA input):
```
! wB97M-V def2-TZVPD RIJCOSX def2/J DEFGRID3
* xyz 0 1
C -0.981 -0.408 -1.085
C 0.329 -0.578 -0.976
C 1.202 0.095 0.005
N 0.983 0.869 1.075
N -0.268 0.815 1.501
H -1.402 -0.941 -1.892
H -1.593 0.274 -0.491
H 0.892 -1.347 -1.482
H 2.214 -0.159 -0.311
H -0.483 1.403 2.298
H -0.891 -0.024 1.358
*
```

Values from the calculation:
SMILES string = C=C/C=N\N
Lowest unoccupied orbital energy = 0.7 eV
Frontier orbital gap = 8.8 eV
HOMO level = -8.02 eV


C3H6N2 | wB97M-V/def2-TZVPD

Structure (ORCA input):
```
! wB97M-V def2-TZVPD RIJCOSX def2/J DEFGRID3
* xyz 0 1
C 1.193 0.155 0.059
C -0.265 -0.095 -0.525
N -0.951 -1.322 -0.150
C -0.588 1.152 0.193
N -0.540 2.080 0.897
H 1.926 0.174 -0.757
H 0.971 1.228 0.669
H 1.422 -0.643 0.771
H -0.329 0.010 -1.619
H -1.940 -1.272 -0.391
H -0.900 -1.467 0.853
*
```

Values from the calculation:
Lowest unoccupied orbital energy = 0.8 eV
Frontier orbital gap = 10.7 eV
HOMO level = -9.92 eV


C3H6N2 | wB97M-V/def2-TZVPD

Structure (ORCA input):
```
! wB97M-V def2-TZVPD RIJCOSX def2/J DEFGRID3
* xyz 0 1
C -1.160 1.116 0.963
N -0.353 0.290 0.089
C 1.121 -1.612 -0.628
C 0.901 -0.661 -1.571
N 0.450 0.355 -1.998
H -1.065 2.179 0.693
H -0.821 1.025 2.008
H -2.211 0.822 0.901
H 0.606 0.614 0.221
H 2.068 -1.653 -0.098
H 0.464 -2.473 -0.581
*
```

Values from the calculation:
Lowest unoccupied orbital energy (spin up / spin down) = -0.9 / 0.0 eV
Frontier orbital gap (spin up / spin down) = 8.6 / 9.3 eV
HOMO level (spin up / spin down) = -9.54 / -9.30 eV


C3H6N2O | wB97M-V/def2-TZVPD

Structure (ORCA input):
```
! wB97M-V def2-TZVPD RIJCOSX def2/J DEFGRID3
* xyz -1 2
C 0.270 -0.648 1.696
C -0.923 -0.628 0.895
N -0.714 0.508 0.091
C 0.483 1.123 0.473
N 0.982 0.497 1.509
H 0.357 -1.493 2.362
H -1.962 -0.911 0.952
H -1.073 0.941 -0.755
H 0.936 1.928 -0.080
H -0.035 -0.774 -2.752
H 0.857 -0.227 -1.709
O 0.822 -0.316 -2.683
*
```

Values from the calculation:
Lowest unoccupied orbital energy (spin up / spin down) = 4.2 / 4.2 eV
Frontier orbital gap (spin up / spin down) = 2.9 / 7.5 eV
HOMO level (spin up / spin down) = 1.39 / -3.31 eV


C3H6N2O | wB97M-V/def2-TZVPD

Structure (ORCA input):
```
! wB97M-V def2-TZVPD RIJCOSX def2/J DEFGRID3
* xyz 0 1
C -0.620 1.870 0.499
N -1.548 1.107 0.063
O -1.871 1.076 -1.137
H -0.321 1.740 1.589
H -0.206 2.765 -0.011
H -2.149 0.544 0.673
C 1.153 -1.942 -0.623
C 1.142 -0.863 0.435
N 1.165 0.054 1.125
H 1.915 -2.554 -0.253
H 1.242 -1.419 -1.685
H 0.098 -2.379 -0.676
*
```

Values from the calculation:
SMILES string = C=[NH+][O-].CC#N
Lowest unoccupied orbital energy = 0.7 eV
Frontier orbital gap = 9.1 eV
HOMO level = -8.42 eV


C3H6N2O | wB97M-V/def2-TZVPD

Structure (ORCA input):
```
! wB97M-V def2-TZVPD RIJCOSX def2/J DEFGRID3
* xyz 0 1
H -0.467 -1.545 -0.755
N -1.223 -0.882 -0.593
C -0.786 0.134 0.034
C -1.959 1.140 0.212
O -1.899 2.331 0.364
N 0.579 0.389 0.441
C 1.736 -0.400 -0.167
H -2.930 0.603 0.075
H 0.756 -0.031 1.332
H 1.855 -1.470 0.135
H 2.670 0.087 0.164
H 1.668 -0.356 -1.244
*
```

Values from the calculation:
SMILES string = [H]/N=C(/C=O)NC
Lowest unoccupied orbital energy = 0.3 eV
Frontier orbital gap = 10.3 eV
HOMO level = -10.03 eV


C3H6N2O | wB97M-V/def2-TZVPD

Structure (ORCA input):
```
! wB97M-V def2-TZVPD RIJCOSX def2/J DEFGRID3
* xyz 0 1
C -0.804 0.758 -0.502
C -0.569 -0.592 -1.050
N -0.096 -1.271 0.158
C -0.570 -0.013 1.040
N -0.184 1.324 0.757
H -1.545 1.422 -0.810
H 0.074 -0.848 -1.933
H -0.642 -2.165 0.401
H -1.530 -0.214 1.498
H 1.614 1.183 0.380
H 1.913 -0.227 0.114
O 2.338 0.643 -0.053
*
```

Values from the calculation:
Lowest unoccupied orbital energy = -1.6 eV
Frontier orbital gap = 6.7 eV
HOMO level = -8.27 eV


C3H6N2O | wB97M-V/def2-TZVPD

Structure (ORCA input):
```
! wB97M-V def2-TZVPD RIJCOSX def2/J DEFGRID3
* xyz 0 1
O -1.661 0.628 0.428
N -0.754 -0.117 1.279
C 0.171 -0.723 0.772
N 0.201 -0.676 -0.634
C 0.491 0.778 -0.862
C 1.625 -0.171 -0.954
H -2.261 0.891 1.047
H 0.649 -1.358 1.354
H 0.391 1.518 0.127
H 0.147 1.262 -1.808
H 1.833 -0.617 -2.052
H 2.684 -0.467 -0.343
*
```

Values from the calculation:
SMILES string = O/N=C\N1CC1
Lowest unoccupied orbital energy = 1.1 eV
Frontier orbital gap = 10.7 eV
HOMO level = -9.64 eV